1.
Computed, not measured: C25H36N4O5 in the gas phase, with wB97M-V/def2-TZVPD.

Geometry as XYZ:
```
70
Properties=species:S:1:pos:R:3:forces:R:3:lowdin_charge:R:1
C -6.506310 -2.636114 0.142205 0.327 0.253 -0.090 -0.060
C -5.147745 -2.310117 -0.459718 -0.069 -0.531 0.134 -0.231
O -4.863645 -0.914353 -0.396014 0.085 0.398 0.131 -0.030
C -4.390922 -0.464960 0.801860 -0.218 -0.066 -0.211 -0.554
O -4.123895 -1.194982 1.726846 0.105 -0.378 0.241 0.094
N -4.243304 0.875533 0.815137 -0.006 -0.001 -0.140 -0.051
C -4.526069 1.742592 -0.310834 -0.247 0.171 -0.356 -0.129
C -3.415275 2.792862 -0.469642 0.182 -0.114 0.056 -0.105
C -2.086563 2.241009 0.057921 0.054 0.398 0.088 -0.277
N -1.744730 1.026466 -0.653937 -0.329 -0.047 0.087 0.141
C -0.583305 0.842027 -1.300967 -0.364 -0.426 -0.371 -0.442
O 0.269712 1.705089 -1.392538 0.368 0.347 0.056 0.060
C -0.465345 -0.502048 -2.041268 0.238 0.006 -0.164 -0.201
C 1.006002 -0.770102 -2.384728 -0.014 0.067 0.066 -0.106
C 1.678527 -1.570437 -1.256082 0.257 0.143 -0.399 -0.127
N 1.026500 -1.317838 0.012364 -0.094 -0.002 0.102 -0.030
C 1.242511 -0.207022 0.783310 0.101 -0.181 0.256 -0.467
O 0.385349 0.240434 1.528754 -0.068 0.151 0.117 0.053
N 2.476936 0.401517 0.710046 -0.039 0.245 -0.123 0.040
C 2.544627 1.825289 0.961338 0.045 0.273 -0.244 -0.071
C 3.318067 2.456748 -0.197051 -0.604 0.364 0.134 -0.341
C 3.431127 3.967513 -0.059022 0.092 -0.497 -0.050 -0.020
O 4.637718 1.929793 -0.246687 0.291 -0.087 0.068 0.002
C 4.782710 0.614357 0.076864 -0.079 -0.260 -0.038 -0.195
C 6.052733 0.060962 -0.043075 -0.126 0.032 0.030 0.006
C 6.278015 -1.262499 0.275616 -0.069 0.092 -0.016 -0.052
C 5.242495 -2.069336 0.737155 -0.105 0.020 0.010 -0.282
C 5.497863 -3.503998 1.091352 0.033 0.035 -0.042 -0.054
C 3.980212 -1.517585 0.868639 0.248 0.074 0.015 0.012
C 3.727015 -0.190894 0.525404 0.379 -0.047 0.011 -0.155
C -0.308106 -1.891799 0.054966 -0.263 -0.242 0.348 -0.120
C -1.027405 -1.714325 -1.292114 0.082 0.132 -0.009 -0.116
C -2.196770 1.993777 1.570051 -0.031 -0.098 -0.024 -0.093
C -3.610867 1.522057 1.944946 0.180 0.005 0.367 -0.115
H -6.502490 -2.400661 1.203465 -0.035 -0.027 0.077 0.076
H -7.284989 -2.056349 -0.347858 -0.097 0.003 -0.050 0.078
H -6.716040 -3.694393 0.016188 -0.060 -0.125 -0.004 0.078
H -5.119727 -2.552245 -1.524826 0.037 0.023 0.128 0.123
H -4.361714 -2.859037 0.070286 -0.096 0.065 -0.175 0.118
H -4.606851 1.129467 -1.208495 -0.008 0.139 0.112 0.120
H -5.492396 2.238564 -0.152729 0.051 -0.045 -0.106 0.128
H -3.656745 3.693722 0.094981 -0.017 0.070 0.004 0.116
H -3.322172 3.067681 -1.520297 -0.025 0.053 0.007 0.119
H -1.272046 2.941698 -0.149298 -0.171 -0.121 0.045 0.145
H -2.373216 0.251371 -0.534088 0.119 -0.109 -0.129 0.118
H -1.031068 -0.359870 -2.970645 0.047 0.020 0.102 0.154
H 1.503600 0.193543 -2.506993 0.006 -0.109 -0.054 0.106
H 1.090513 -1.321441 -3.321748 -0.025 -0.015 -0.034 0.117
H 1.588006 -2.645221 -1.443264 0.085 0.035 0.026 0.131
H 2.738107 -1.331143 -1.206887 -0.141 -0.158 -0.068 0.108
H 1.529840 2.217423 1.004262 0.132 0.006 -0.011 0.129
H 3.059503 2.027181 1.908542 -0.049 0.030 -0.034 0.150
H 2.793603 2.206673 -1.130895 0.071 -0.022 0.166 0.145
H 4.051178 4.361037 -0.859449 0.037 0.084 -0.071 0.082
H 3.888762 4.223339 0.893436 0.047 0.064 0.112 0.084
H 2.443465 4.413839 -0.118097 -0.120 0.085 -0.019 0.084
H 6.851867 0.695181 -0.392678 0.094 0.093 -0.050 0.118
H 7.270516 -1.674781 0.172501 0.131 -0.040 -0.016 0.111
H 4.606816 -3.964916 1.509331 -0.032 -0.092 0.041 0.073
H 6.303968 -3.578934 1.819500 0.034 -0.084 0.061 0.079
H 5.796540 -4.065128 0.206155 0.009 -0.111 -0.009 0.080
H 3.162843 -2.115051 1.244557 -0.068 -0.080 0.039 0.124
H -0.224617 -2.956839 0.300863 -0.071 0.063 -0.013 0.127
H -0.850833 -1.394059 0.860432 0.054 -0.144 -0.136 0.118
H -2.104426 -1.641197 -1.135841 -0.069 -0.086 0.001 0.098
H -0.861471 -2.591590 -1.922681 -0.086 0.025 -0.024 0.119
H -1.969852 2.914728 2.106597 0.022 0.068 0.041 0.118
H -1.449300 1.252150 1.849326 -0.075 0.096 0.018 0.090
H -3.579109 0.805803 2.765963 -0.066 0.168 -0.050 0.124
H -4.237895 2.369839 2.239278 -0.012 -0.051 0.030 0.127
```
Forces are in eV/Å.

E in hartree: -1569.556074
Frontier orbital gap in Ha: 0.30869
ΔE to the lowest compared entry with this formula, charge and spin in kJ/mol: 0.0
SMILES: CCOC(=O)N1CCC(NC(=O)C2CCN(C(=O)N3C[C@@H](C)Oc4ccc(C)cc43)CC2)CC1
HOMO energy in Eh: -0.2838

=====

2.
Computed, not measured: C25H36O5 in the gas phase, with wB97M-V/def2-TZVPD.

Geometry as XYZ:
```
66
Properties=species:S:1:pos:R:3:forces:R:3:lowdin_charge:R:1
C -7.456604 -1.366960 -0.568149 -0.227 0.010 0.337 0.003
C -6.928901 -0.059407 -0.032119 0.053 -0.308 -0.447 -0.421
O -7.500005 0.557355 0.832529 -0.089 0.065 0.146 0.089
C -5.649289 0.421299 -0.682208 0.055 0.383 0.178 -0.196
C -5.534066 1.961707 -0.694519 -0.114 0.090 0.018 -0.113
C -4.061937 2.305271 -0.400218 0.088 -0.101 -0.205 -0.126
C -3.351434 0.959908 -0.525761 0.006 0.160 0.494 -0.245
C -1.944819 0.825699 0.047557 -0.043 0.000 -0.582 -0.234
C -1.006805 1.813807 -0.643686 -0.086 -0.161 0.235 -0.135
C 0.428609 1.484818 -0.407597 -0.096 0.177 -0.127 -0.020
C 0.877824 0.329201 0.059512 0.116 0.003 0.070 -0.169
C 2.351912 0.130521 0.286147 0.242 -0.081 -0.211 -0.072
C 2.848784 -1.147609 -0.386479 -0.424 0.111 -0.066 -0.283
O 4.226662 -1.372802 -0.051522 -0.178 -0.299 0.283 0.043
C 5.145024 -0.744845 -0.778204 0.413 -0.127 -0.026 -0.512
O 4.908462 -0.035786 -1.720721 -0.048 0.094 -0.094 0.122
C 6.543316 -1.071566 -0.284303 -0.091 0.228 -0.086 -0.079
C 7.450807 0.146419 -0.419721 -0.192 -0.132 -0.017 -0.080
C 7.077978 1.283360 0.499989 0.508 0.301 -0.038 -0.522
O 7.785562 2.223623 0.741285 0.083 0.057 -0.017 0.109
O 5.854154 1.156451 1.027008 -0.637 -0.213 0.203 0.112
C 2.037933 -2.338825 0.096867 0.203 0.141 -0.236 -0.116
C 0.562915 -2.117624 -0.218766 0.114 0.053 0.161 -0.122
C -0.028065 -0.836562 0.408707 -0.205 -0.059 -0.204 -0.391
C -0.077206 -0.981663 1.937516 0.024 -0.009 -0.198 -0.007
C -1.443551 -0.608507 -0.192295 0.008 0.023 0.442 -0.205
C -2.462522 -1.648786 0.295636 -0.005 -0.012 -0.318 -0.130
C -3.866734 -1.438049 -0.278482 0.080 0.056 0.221 -0.125
C -4.363429 -0.035876 0.062531 -0.042 -0.268 -0.361 -0.409
C -4.571423 0.113754 1.570682 0.149 0.099 -0.158 0.003
H -6.655991 -2.092476 -0.679862 0.100 -0.084 -0.077 0.071
H -8.231819 -1.757206 0.086167 -0.028 -0.021 0.019 0.085
H -7.887415 -1.186192 -1.552048 0.013 0.003 -0.139 0.092
H -5.609250 0.027541 -1.701906 0.014 -0.057 0.013 0.148
H -5.845801 2.352828 -1.662732 -0.039 0.030 0.006 0.115
H -6.198399 2.380977 0.060855 -0.015 0.003 -0.069 0.109
H -3.674398 3.042175 -1.101874 0.058 0.081 0.046 0.112
H -3.943511 2.704385 0.606875 0.034 0.060 0.072 0.119
H -3.276774 0.729226 -1.596785 -0.008 -0.066 -0.058 0.160
H -1.950998 1.045541 1.117266 -0.027 0.009 0.085 0.144
H -1.208604 2.828862 -0.293808 -0.032 0.043 -0.066 0.121
H -1.194139 1.805883 -1.723494 -0.095 0.065 -0.044 0.129
H 1.130915 2.270165 -0.655107 0.220 0.020 -0.005 0.113
H 2.907472 0.982698 -0.107781 -0.013 0.013 0.046 0.121
H 2.570944 0.055332 1.355015 0.050 -0.041 0.041 0.130
H 2.772493 -1.040433 -1.476115 -0.016 -0.037 0.174 0.162
H 6.931317 -1.882189 -0.904993 -0.043 -0.024 0.033 0.132
H 6.481622 -1.419291 0.745817 0.037 -0.056 -0.062 0.127
H 7.372675 0.536064 -1.439358 0.067 0.002 0.083 0.135
H 8.495631 -0.108207 -0.238480 -0.070 0.095 0.015 0.130
H 5.646553 1.928264 1.577444 0.273 -0.025 -0.137 0.142
H 2.194189 -2.462701 1.168663 0.040 -0.047 0.087 0.122
H 2.387842 -3.247024 -0.397706 0.031 -0.022 0.047 0.124
H 0.000121 -2.985024 0.127753 -0.062 -0.021 -0.060 0.114
H 0.450598 -2.056246 -1.304156 -0.075 -0.025 -0.068 0.131
H -0.536073 -1.923854 2.225343 -0.052 -0.107 0.082 0.087
H -0.639216 -0.164383 2.381616 -0.071 0.082 0.100 0.089
H 0.923275 -0.958188 2.358074 0.087 -0.007 0.107 0.076
H -1.347422 -0.723302 -1.279314 0.024 0.015 -0.076 0.159
H -2.531176 -1.619778 1.380939 0.053 -0.074 0.107 0.106
H -2.125048 -2.646305 0.010037 0.028 -0.056 0.119 0.114
H -4.529077 -2.202085 0.135344 -0.056 -0.050 -0.050 0.113
H -3.839492 -1.565545 -1.364114 -0.057 -0.002 -0.080 0.127
H -5.124763 1.018702 1.799258 -0.069 0.098 0.110 0.091
H -5.148910 -0.728451 1.948525 -0.066 -0.049 0.088 0.100
H -3.628366 0.145697 2.106443 0.095 -0.025 0.113 0.079
```
Forces are in eV/Å.

E in hartree: -1350.504709
Frontier orbital gap in Ha: 0.35577
ΔE to the lowest compared entry with this formula, charge and spin in kJ/mol: 1.8
SMILES: CC(=O)[C@H]1CC[C@H]2[C@@H]3CC=C4C[C@@H](OC(=O)CCC(=O)O)CC[C@]4(C)[C@H]3CC[C@]12C
HOMO energy in Eh: -0.3347

=====

3.
Computed, not measured: 7 unconnected molecules or ions with the total composition C25H37Br2ClN3O27S6, with wB97M-V/def2-TZVPD.

Geometry as XYZ:
```
101
Properties=species:S:1:pos:R:3:forces:R:3:lowdin_charge:R:1
C -4.592961 -5.888674 4.793002 -0.081 -0.231 0.036 -0.089
C -3.612224 -6.433749 5.803016 -0.283 -0.250 0.581 -0.736
Br -4.231263 -6.639078 7.597281 -0.019 0.221 -0.722 0.794
C -2.352340 -6.762788 5.524701 0.256 -0.495 -0.163 -0.700
Br -1.102151 -7.476015 6.781292 -0.282 0.214 -0.549 0.810
C -1.819532 -6.585594 4.142570 -0.287 0.665 1.194 -0.233
N -1.703754 -7.668962 3.358433 0.030 -0.037 -0.077 0.219
C -1.265119 -7.600984 2.095285 -0.030 -1.419 -0.575 -0.269
N -1.234067 -8.814676 1.405979 -0.992 1.119 0.010 0.163
C -0.896740 -6.389585 1.563190 0.330 0.461 0.001 0.097
C -1.007877 -5.269783 2.356429 0.835 0.633 -0.314 -0.012
C -0.655397 -3.901825 1.794076 -1.119 0.361 -0.173 -0.443
O -1.496412 -3.034645 1.892224 0.679 -0.276 0.014 0.143
O 0.523977 -3.779736 1.208489 -0.400 -0.245 0.809 0.050
C 0.941535 -2.405590 1.037250 1.065 1.315 -1.416 -0.103
C 0.294978 -1.728345 -0.180697 -0.765 -0.130 0.367 -0.193
N 0.817791 -1.615970 -1.329292 -0.255 -0.222 0.606 0.140
C -1.473581 -5.338564 3.679860 -0.589 0.112 -0.143 -0.139
C -1.620521 -4.155180 4.612399 1.258 -0.083 0.413 -0.060
C -0.436533 -4.134723 5.613626 -0.491 0.411 0.606 -0.731
O -0.515434 -3.749107 6.734978 0.136 -0.318 -0.856 0.070
Cl 1.129499 -4.700993 4.940822 -0.323 0.197 0.100 0.717
H -4.621101 -4.794114 4.843844 -0.108 -0.164 0.007 0.097
H -5.602056 -6.271118 4.974911 0.209 0.142 0.175 0.088
H -4.339065 -6.190704 3.769907 0.124 0.162 0.207 0.088
H -1.982955 -8.571093 3.733642 0.129 0.047 0.070 0.197
H -1.166997 -8.624722 0.409343 0.340 -0.269 0.048 0.118
H -2.154770 -9.233248 1.542080 0.365 -0.606 -0.067 0.123
H -0.529346 -6.336735 0.544140 -0.035 0.049 0.130 0.154
H 0.770062 -1.788858 1.924945 -0.312 -0.445 0.022 0.137
H 2.024085 -2.426810 0.875053 -0.223 -0.309 -0.017 0.123
H -0.716297 -1.327447 -0.020513 0.219 -0.167 0.324 0.117
H 0.088817 -1.145138 -1.875866 0.569 0.072 -0.405 0.044
H -1.594486 -3.185538 4.107693 -0.016 -0.289 -0.141 0.134
H -2.522779 -4.185244 5.220866 0.115 -0.065 -0.136 0.117
C 0.094914 0.803621 -5.044298 -0.086 0.026 -0.579 -0.151
C 0.738328 2.142753 -4.771282 0.613 -0.183 0.227 -0.158
O -0.298897 2.923814 -4.155989 -0.517 -0.269 -0.137 -0.186
S -1.246307 1.965512 -3.290757 0.719 -0.065 -0.508 0.601
O -0.831513 2.025525 -1.936900 -0.365 -0.166 0.175 -0.214
O -2.590462 2.186652 -3.688874 -0.186 0.138 0.231 -0.227
O -0.751701 0.561708 -3.908168 0.091 0.385 0.351 -0.205
H -0.533605 0.838683 -5.936337 0.013 -0.004 0.010 0.136
H 0.826343 0.006788 -5.149337 -0.077 -0.071 0.229 0.141
H 1.096293 2.624614 -5.677625 -0.169 0.155 0.038 0.128
H 1.561909 2.049507 -4.060197 0.024 -0.010 -0.055 0.142
C 4.275683 5.824161 -5.607990 0.047 0.522 -0.254 -0.151
C 2.857808 5.493016 -6.009810 -0.295 -0.129 0.492 -0.166
O 2.990931 4.661035 -7.171816 0.438 0.036 -0.056 -0.192
S 4.337141 3.788279 -7.045515 -0.160 0.579 0.348 0.605
O 3.991827 2.501063 -6.549776 0.104 -0.123 -0.100 -0.236
O 5.096610 3.968310 -8.225164 -0.046 -0.292 -0.136 -0.206
O 5.015348 4.618690 -5.852113 -0.366 -0.357 -0.063 -0.183
H 4.691167 6.615051 -6.234863 -0.048 0.015 0.015 0.138
H 4.353804 6.114037 -4.563417 0.127 -0.227 0.030 0.140
H 2.274456 6.380051 -6.235959 0.044 -0.065 -0.269 0.103
H 2.351390 4.911685 -5.233738 0.034 0.051 0.046 0.125
C -6.419807 2.059521 -3.566711 -0.132 0.050 -0.515 -0.166
C -5.767634 3.398645 -3.307315 0.529 -0.140 0.282 -0.174
O -6.792450 4.190196 -2.693304 -0.417 -0.316 -0.143 -0.187
S -7.742923 3.238111 -1.813703 0.370 -0.036 -0.299 0.607
O -7.322202 3.297750 -0.461126 -0.192 -0.075 0.109 -0.219
O -9.086012 3.467566 -2.198393 -0.076 0.121 0.148 -0.213
O -7.255546 1.832093 -2.426589 0.175 0.303 0.241 -0.190
H -7.054596 2.091001 -4.455159 0.026 0.009 -0.004 0.134
H -5.691624 1.259180 -3.671055 -0.065 -0.060 0.224 0.131
H -5.414172 3.873110 -4.218556 -0.176 0.166 0.042 0.136
H -4.939696 3.306463 -2.601959 0.040 -0.039 -0.079 0.124
C -1.073984 8.398568 -5.578011 -0.413 0.305 0.165 -0.160
C -0.951063 9.006683 -6.959513 0.006 -0.472 -0.285 -0.161
O 0.135741 9.933554 -6.850511 0.009 -0.002 0.491 -0.179
S 1.206650 9.379440 -5.793952 -0.531 -0.012 -0.232 0.611
O 2.245779 8.722090 -6.510029 0.130 0.003 0.302 -0.229
O 1.461483 10.389844 -4.838910 0.296 0.067 -0.072 -0.199
O 0.277290 8.251552 -5.121360 0.210 -0.028 -0.431 -0.197
H -1.595286 9.069134 -4.892215 -0.009 -0.009 -0.023 0.136
H -1.576401 7.434585 -5.592331 0.225 -0.094 0.064 0.135
H -1.857378 9.516733 -7.273947 0.144 0.229 0.028 0.138
H -0.681752 8.253163 -7.703494 -0.054 -0.007 0.010 0.135
C 6.038185 -1.713367 0.563736 0.436 -0.003 -0.282 -0.162
C 6.473037 -0.589842 1.482773 -0.138 -0.248 0.468 -0.161
O 5.880383 0.586873 0.920308 -0.092 -0.240 -0.443 -0.181
S 4.482120 0.204295 0.235575 0.375 -0.178 0.149 0.594
O 3.436795 0.492888 1.152366 -0.245 -0.064 -0.187 -0.228
O 4.484713 0.686861 -1.094157 -0.180 0.236 0.026 -0.209
O 4.687036 -1.392241 0.204425 -0.026 0.233 0.393 -0.207
H 6.637929 -1.736789 -0.348186 0.012 -0.001 0.025 0.136
H 6.080510 -2.685212 1.049088 -0.237 0.007 -0.011 0.134
H 7.553296 -0.485598 1.533526 -0.036 0.228 -0.135 0.138
H 6.073459 -0.723345 2.490763 0.044 -0.034 -0.003 0.135
C 1.219531 -2.208992 9.735042 -0.393 0.264 0.202 -0.164
C 1.295812 -1.602870 8.350839 0.047 -0.420 -0.323 -0.185
O 2.328830 -0.617959 8.440830 -0.021 0.033 0.480 -0.185
S 3.443486 -1.110085 9.492369 -0.370 -0.144 -0.079 0.610
O 4.508179 -1.711259 8.774847 0.152 0.003 0.114 -0.219
O 3.653919 -0.077904 10.436339 0.167 0.098 -0.070 -0.206
O 2.577862 -2.280864 10.177867 0.162 0.062 -0.414 -0.185
H 0.668531 -1.563230 10.422270 -0.022 -0.007 -0.031 0.136
H 0.768635 -3.198333 9.729519 0.225 -0.080 0.045 0.133
H 0.358885 -1.145510 8.043607 0.120 0.216 0.024 0.134
H 1.597997 -2.345723 7.609367 -0.064 -0.032 0.029 0.113
```
Forces are in eV/Å.

E in hartree: -11167.541328
Frontier orbital gap in Ha: 0.27887
Charge: +1
HOMO energy in Eh: -0.4534